No. 1
# C6H14N2

One molecule with the formula C6H14N2 (the ωB97M-V functional and the def2-TZVPD basis, OMol25).

## Properties
- Orbital gap: 9.21 eV
- Energy relative to the best compared isomer or geometry (same formula, charge and spin): 70.79 kcal/mol
- Net charge: 0
- Structure (SMILES): C=C(C)C(C)(C)NN
- Molecular weight: 114.2 g mol⁻¹
- Max |F|: 4.005 eV/Å

XYZ file:
```
22
Properties=species:S:1:pos:R:3:forces:R:3
N 1.327 -0.515 0.605 0.92 1.71 2.86
N 1.835 -1.615 -0.102 -2.25 -0.33 -0.47
C -1.921 0.258 -1.018 -1.23 -0.04 -1.02
C 0.291 0.443 0.126 1.00 -1.07 -2.16
C -1.218 -1.541 0.561 -1.93 0.46 2.09
C -1.047 -0.286 -0.231 2.17 -0.65 0.98
C -0.070 1.359 1.263 -0.06 -1.59 1.24
C 0.890 1.169 -1.084 3.76 -0.09 1.39
H -1.736 1.010 -1.742 0.40 1.05 -0.07
H -0.450 -1.478 1.308 0.16 -0.39 0.76
H 0.938 -2.151 -0.285 1.94 0.30 -0.27
H -0.593 0.747 2.048 0.34 0.89 -0.64
H 2.243 -1.281 -0.966 -0.15 -0.31 -0.68
H -0.616 2.186 0.939 -1.77 0.91 -0.80
H 0.727 1.889 1.711 1.63 -0.08 0.66
H -2.916 -0.118 -1.052 -0.64 -0.57 -0.18
H 0.479 2.073 -1.342 -1.24 2.29 -0.32
H -1.129 -2.501 0.126 0.48 -0.75 -1.41
H 2.137 0.026 0.998 -1.28 -0.77 -0.48
H 0.964 0.646 -1.982 -0.58 -1.57 -1.44
H -2.207 -1.701 1.094 0.84 0.82 -0.56
H 2.072 1.383 -0.974 -2.52 -0.19 0.50
```
Forces are in eV/Å.

=====

No. 2
# C4H6N2O2

A 2-piece molecular cluster, C4H6N2O2 overall (the ωB97M-V functional and the def2-TZVPD basis, OMol25).

## Properties
- Orbital gap: 8.85 eV
- Energy relative to the best compared isomer or geometry (same formula, charge and spin): 81.21 kcal/mol
- Net charge: 0
- Molecular weight: 114.1 g mol⁻¹
- Max |F|: 1.284 eV/Å

XYZ file:
```
14
Properties=species:S:1:pos:R:3:forces:R:3
O -3.229 1.069 0.060 0.18 -0.08 -0.10
O -0.983 1.166 0.016 0.33 -0.04 -0.03
N -0.859 -1.493 -0.025 1.12 -0.29 -0.56
N 2.050 0.034 0.556 -0.31 -0.53 0.59
C -2.167 0.489 0.013 -0.29 0.55 0.20
C 0.217 -1.909 -0.259 -0.27 -0.06 -0.28
C 2.698 0.726 -0.260 0.29 0.40 -0.31
C -2.014 -0.938 -0.023 -1.22 0.18 0.31
H 1.099 -2.222 0.238 0.37 -0.18 0.43
H -2.895 -1.555 -0.002 -0.05 -0.03 0.03
H 3.595 0.295 -0.690 0.17 -0.04 -0.14
H 2.457 1.742 -0.585 -0.16 0.00 0.10
H -1.181 2.113 0.035 -0.23 -0.13 -0.01
H 1.212 0.482 0.927 0.07 0.26 -0.22
```
Forces are in eV/Å.

=====

No. 3
# C12H16N2O

A 2-piece molecular cluster, C12H16N2O overall (the ωB97M-V functional and the def2-TZVPD basis, OMol25).

## Properties
- Orbital gap: 9.04 eV
- Energy relative to the best compared isomer or geometry (same formula, charge and spin): 68.45 kcal/mol
- Net charge: 0
- Structure (SMILES): CCc1c[nH]cn1.Cc1ccc(O)cc1
- Molecular weight: 204.3 g mol⁻¹
- Max |F|: 4.081 eV/Å

XYZ file:
```
31
Properties=species:S:1:pos:R:3:forces:R:3
O 0.986 -2.496 -2.699 -0.26 0.45 -0.26
N 0.742 1.048 2.092 0.03 -0.87 0.20
N 2.100 0.160 0.578 -0.36 -0.94 0.63
C -1.805 -2.546 -0.360 -0.82 0.77 -0.19
C 1.210 -0.084 1.599 0.73 0.86 -0.91
C 1.173 3.514 1.662 -0.34 0.03 -3.09
C -2.046 -1.151 -0.165 -0.32 -2.72 -1.72
C 0.007 -0.733 -1.513 -2.49 -1.54 -0.23
C 2.162 1.495 0.422 0.28 2.04 0.58
C -3.450 -0.791 0.290 1.18 3.14 -0.40
C -1.132 -0.334 -0.774 1.17 2.21 0.54
C -0.084 -2.052 -1.932 1.94 -0.58 0.52
C -0.948 -2.993 -1.350 -0.76 0.82 0.59
C 1.378 2.066 1.404 -0.23 -1.57 -0.43
C -0.089 4.036 0.872 -1.06 -0.27 3.93
H -1.210 0.731 -0.569 -0.21 0.13 -0.20
H -3.846 0.071 -0.327 1.11 -0.05 0.75
H -1.127 -3.989 -1.723 0.80 -0.31 0.05
H 1.926 3.950 0.990 0.68 0.38 1.16
H -2.441 -3.222 0.211 0.01 -0.15 -0.48
H -0.277 5.094 1.071 0.79 0.33 -1.00
H 0.736 -0.102 -1.988 0.01 0.35 0.27
H 1.262 3.730 2.714 -0.10 0.49 0.12
H -0.069 3.658 -0.128 -0.20 0.23 -0.55
H 1.002 -1.139 1.701 -0.55 0.21 0.97
H -0.975 3.707 1.463 0.20 -0.72 -0.92
H -3.264 -0.406 1.312 -1.49 -0.58 -0.15
H 0.689 -3.175 -3.299 -0.09 -0.48 -0.25
H 2.701 2.043 -0.334 0.38 -0.39 -0.02
H 2.807 -0.524 0.355 -0.20 0.17 -0.59
H -4.271 -1.407 -0.037 0.17 -1.43 1.10
```
Forces are in eV/Å.

=====

No. 4
# C4H6IN3

One molecule with the formula C4H6IN3 (the ωB97M-V functional and the def2-TZVPD basis, OMol25).

## Properties
- Orbital gap: 7.97 eV
- Energy relative to the best compared isomer or geometry (same formula, charge and spin): 91.42 kcal/mol
- Net charge: 0
- Molecular weight: 223.0 g mol⁻¹
- Max |F|: 3.905 eV/Å

XYZ file:
```
14
Properties=species:S:1:pos:R:3:forces:R:3
I -1.496 2.488 -2.413 0.13 -0.15 0.56
N -0.774 2.148 1.145 -0.51 0.45 0.52
N 0.309 -0.850 -0.247 1.02 -1.31 1.42
N -0.065 -0.014 0.727 -0.11 1.21 0.94
C -0.365 1.185 0.270 -1.06 1.05 -2.69
C 0.919 -2.034 0.446 -2.43 -1.88 -1.59
C 0.171 -0.636 -1.498 -0.04 2.67 0.25
C -0.214 1.535 -1.107 0.96 -3.76 -0.42
H 0.629 -3.008 -0.112 0.19 1.65 1.02
H 0.702 -1.412 -2.069 -0.36 0.61 -0.44
H 1.963 -2.064 0.523 1.61 0.74 -0.21
H -0.854 1.709 2.057 -0.46 0.83 0.02
H -1.425 2.917 0.839 1.11 -1.59 0.60
H 0.500 -1.963 1.441 -0.07 -0.51 0.02
```
Forces are in eV/Å.

=====

No. 5
# C45H42F3N6O3P2STi

C45H42F3N6O3P2STi as an isolated structure (the ωB97M-V functional and the def2-TZVPD basis, OMol25).

## Properties
- Orbital gap (alpha / beta): 7.07 / 7.19 eV
- Energy relative to the best compared isomer or geometry (same formula, charge and spin): 17.69 kcal/mol
- Net charge: 0
- Molecular weight: 913.7 g mol⁻¹
- Max |F|: 1.572 eV/Å
- 2S+1: 2

XYZ file:
```
103
Properties=species:S:1:pos:R:3:forces:R:3
Ti -1.541 0.060 0.132 0.66 -0.17 -0.88
S 0.510 2.199 2.392 0.10 -0.34 0.25
P 1.410 1.449 -0.442 -0.71 -0.39 -1.35
P 1.467 -1.134 1.332 -0.41 0.08 -0.22
F -2.808 2.640 -1.107 0.04 -0.05 -0.02
F -4.304 1.079 -0.879 0.12 -0.01 0.03
F -2.865 0.998 -2.505 0.08 -0.04 -0.02
O -0.024 -0.960 1.353 -0.13 0.02 -0.02
O -1.564 -1.242 -1.226 0.12 -0.15 0.16
O -0.089 1.260 -0.575 0.44 0.28 0.43
N -2.104 2.743 1.738 0.16 -0.46 0.02
N -0.640 4.464 1.774 0.15 -0.21 0.20
N -2.958 -1.124 1.233 -0.07 -0.18 0.07
N 0.556 -3.243 -4.358 0.13 -0.03 -0.02
N 0.877 -2.058 -2.529 0.15 0.10 -0.06
N -2.324 1.383 1.677 -0.14 0.62 0.19
C 2.694 -2.733 3.229 0.01 -0.17 -0.02
C 2.855 0.871 -4.771 -0.03 0.01 -0.05
C 3.360 1.142 -2.445 0.03 -0.02 0.02
C -2.944 1.274 -1.159 -0.19 -0.04 0.25
C 1.901 3.157 -0.293 0.17 -0.03 0.49
C 2.466 -4.923 -1.002 -0.01 -0.06 -0.01
C -2.250 5.951 2.922 -0.06 0.05 0.07
C 1.502 0.854 -4.471 0.00 0.01 0.00
C 3.221 -3.032 4.476 -0.01 0.02 0.00
C -2.183 -2.046 -2.081 0.16 0.49 0.37
C -1.471 -2.802 -3.025 0.00 -0.22 -0.24
C -3.716 -0.459 2.104 -0.14 0.73 0.51
C -2.203 -3.679 -3.833 -0.14 -0.06 -0.02
C -3.379 0.980 2.286 -0.29 -0.64 0.20
C 3.789 1.014 -3.755 0.00 -0.01 0.01
C 3.218 -2.889 0.024 -0.02 0.02 -0.03
C -3.105 -2.443 1.118 -0.02 0.00 -0.07
C 2.072 -2.231 -3.182 -0.06 0.03 0.02
C 3.498 -4.056 -0.664 0.01 0.00 0.00
C -4.053 -3.150 1.833 0.16 -0.17 -0.17
C 2.742 -0.802 5.207 0.01 -0.01 0.04
C 1.160 -4.627 -0.649 0.03 0.02 0.06
C -0.865 3.123 1.924 -0.09 0.48 -0.13
C 3.128 3.542 0.239 0.00 0.05 -0.06
C -4.713 -1.094 2.838 0.01 -0.05 -0.04
C 0.879 -3.455 0.040 0.02 -0.07 -0.01
C 2.212 -0.501 3.964 -0.06 0.07 -0.03
C 2.636 5.824 -0.317 0.01 -0.01 0.00
C -1.695 5.438 1.602 -0.01 -0.02 -0.15
C 1.905 -2.583 0.375 0.04 -0.09 -0.12
C 1.415 5.435 -0.841 -0.04 0.01 -0.04
C 1.072 0.977 -3.158 -0.06 -0.04 -0.01
C 2.364 0.277 0.573 0.15 0.09 0.41
C -4.886 -2.459 2.694 0.00 0.15 0.03
C -0.020 -2.679 -3.256 -0.50 0.00 0.06
C 2.190 -1.462 2.953 0.11 0.02 0.09
C 1.898 -2.960 -4.315 0.03 -0.02 -0.09
C 3.496 4.875 0.224 -0.01 0.02 0.01
C 3.252 -2.065 5.466 0.01 0.00 0.00
C -3.579 -3.791 -3.760 0.03 0.08 0.06
C 2.001 1.117 -2.135 0.20 0.05 0.10
C 1.037 4.100 -0.833 0.01 0.09 -0.05
C -4.274 -2.989 -2.857 0.12 0.00 0.00
C -4.220 1.850 3.160 -0.10 0.03 -0.07
C -3.580 -2.129 -2.031 -0.15 -0.17 -0.14
H -4.102 -1.478 -1.340 0.04 0.00 -0.04
H 4.847 1.035 -3.984 0.02 0.00 0.00
H 3.602 -4.025 4.668 0.02 -0.04 0.01
H 2.574 -3.280 -5.085 0.06 -0.02 -0.03
H 4.517 -4.289 -0.941 0.02 0.00 -0.01
H 0.772 0.738 -5.260 -0.02 -0.01 -0.03
H 2.875 0.822 1.371 -0.05 0.00 -0.04
H 1.787 0.476 3.807 -0.09 0.18 -0.13
H 3.098 -0.165 -0.102 0.14 0.03 0.05
H 2.684 -5.831 -1.549 0.01 -0.02 -0.01
H -2.625 5.123 3.524 -0.02 -0.05 -0.02
H -0.139 -3.195 0.292 -0.02 0.03 0.00
H 0.233 4.761 2.184 -0.05 0.07 -0.12
H -3.072 6.648 2.754 -0.03 0.03 -0.02
H 3.183 0.775 -5.798 0.01 -0.01 -0.02
H 2.982 -1.802 -2.808 0.12 0.07 0.05
H 0.074 3.801 -1.226 -0.02 -0.06 0.01
H 2.922 6.867 -0.326 0.01 0.03 0.00
H -5.654 -2.972 3.255 -0.02 -0.03 0.01
H -5.353 -3.029 -2.798 -0.04 -0.03 -0.03
H 3.793 2.813 0.682 0.02 -0.05 0.02
H 4.448 5.175 0.641 0.02 0.02 0.01
H -3.660 2.723 3.478 0.05 -0.02 -0.03
H 2.674 -3.511 2.478 -0.01 0.07 0.03
H 0.087 -3.737 -5.095 0.01 0.07 0.05
H -2.481 4.964 1.018 0.01 0.00 -0.01
H -5.335 -0.526 3.511 -0.02 -0.01 0.02
H -1.689 -4.312 -4.548 -0.03 0.00 0.03
H 4.103 1.285 -1.666 0.00 0.01 0.05
H 0.356 -5.296 -0.924 -0.04 -0.02 -0.01
H -2.443 -2.916 0.404 -0.08 -0.09 0.04
H -1.487 6.469 3.504 0.06 0.00 -0.01
H 4.033 -2.228 0.297 0.01 0.03 0.02
H -4.573 1.308 4.035 0.01 -0.01 0.02
H -4.100 -4.480 -4.408 -0.04 -0.03 -0.01
H -5.093 2.197 2.601 -0.02 0.02 -0.01
H 0.016 0.943 -2.925 -0.01 0.01 0.02
H 0.739 6.172 -1.255 -0.01 0.03 -0.01
H 2.745 -0.043 5.976 0.01 0.03 0.04
H 3.666 -2.296 6.438 0.01 0.00 0.03
H -4.134 -4.218 1.693 -0.02 -0.01 0.02
H -1.294 6.260 1.002 -0.01 0.04 0.05
```
Forces are in eV/Å.

=====

No. 6
# C3H3N3O

One molecule with the formula C3H3N3O (the ωB97M-V functional and the def2-TZVPD basis, OMol25).

## Properties
- Orbital gap (alpha / beta): 7.32 / 6.07 eV
- Energy relative to the best compared isomer or geometry (same formula, charge and spin): 161.17 kcal/mol
- Net charge: 0
- Molecular weight: 97.1 g mol⁻¹
- Max |F|: 3.034 eV/Å

XYZ file:
```
10
Properties=species:S:1:pos:R:3:forces:R:3
O 0.016 1.234 -0.345 -0.65 0.53 0.07
N -1.217 0.728 -0.598 -0.37 0.50 -2.82
N -2.488 -0.920 0.692 1.13 0.17 -0.84
N 1.416 -0.659 -0.056 0.56 -0.53 0.06
C 0.775 0.747 0.579 2.30 1.57 -0.39
C 1.006 -1.288 -0.943 -0.62 0.45 1.02
C -1.754 -0.235 0.075 -1.17 -0.80 2.68
H 1.658 1.400 0.612 -0.17 -0.45 0.17
H 0.187 -1.569 -1.559 -0.24 -0.34 -0.86
H 0.401 0.562 1.545 -0.77 -1.10 0.91
```
Forces are in eV/Å.